The following is a DFT calculation (ωB97M-V/def2-TZVPD) of a 7-piece molecular cluster, C50H100BrI2N2O19 overall in a non-equilibrium geometry.

XYZ file:
```
174
Properties=species:S:1:pos:R:3:forces:R:3
C 0.4277 -1.8336 7.3485 0.16 -0.26 -0.07
C 1.8630 -1.1883 7.2978 -0.79 0.43 0.50
C 1.8069 0.2735 6.7344 -0.41 -0.39 -0.96
C 1.4675 0.3164 5.1889 0.74 -0.09 0.94
C 2.6620 -0.3040 4.3622 -1.27 0.26 -1.00
C 2.0579 -1.0825 3.1184 0.86 -0.25 -0.11
C 2.1459 -2.6523 3.2507 -0.82 0.33 0.67
C 0.8199 -3.3998 2.8550 0.83 -0.48 -0.29
C 0.4672 -3.3121 1.3330 -0.97 0.52 0.38
C -0.1976 -1.9388 0.9181 0.84 -0.45 -0.79
C -1.0468 -2.0523 -0.3994 -0.68 0.58 0.79
C -1.6817 -0.6278 -0.6936 0.62 -0.86 -0.23
C -0.5751 0.2518 -1.3983 -0.45 0.80 0.39
C -0.0033 1.4110 -0.4809 -0.02 -1.02 0.60
C 1.5381 1.3129 -0.2145 0.03 1.09 -0.32
C 2.4175 2.0655 -1.2926 0.17 0.32 0.94
C 3.5127 2.9443 -0.5388 -0.46 0.56 -1.13
C 4.8240 3.1366 -1.3858 -0.56 -0.15 -0.04
C 5.8888 2.0034 -1.2003 1.00 0.36 0.55
C 7.2321 2.3980 -1.9054 -1.91 1.22 -1.11
I 8.1340 4.2304 -1.0995 -0.15 -0.86 -0.30
N 8.2352 1.2979 -1.9995 0.40 0.67 -0.06
C 8.3176 0.3925 -0.8028 0.81 -0.89 1.02
I 7.1538 -1.3993 -1.3562 0.33 0.46 -0.13
C 9.8607 0.0534 -0.6180 -0.18 -0.98 -0.38
C 10.1544 -1.3716 -0.0391 0.33 -0.14 0.67
C 9.5367 -1.6640 1.3693 0.52 0.34 -0.32
Br 12.1431 -1.4285 0.2234 -0.70 0.06 -0.26
C 7.6328 0.9559 0.5003 -0.03 0.02 0.95
O 8.4904 1.8200 1.2667 -0.31 -0.25 -0.89
C 6.2140 1.6240 0.2991 -0.92 -0.85 -0.54
N 5.2082 0.6028 0.7399 0.10 0.74 0.14
H -0.2544 -1.4288 6.5659 0.58 -0.28 0.40
H -0.0934 -1.6731 8.3237 0.58 -0.18 -0.69
H 0.5329 -2.9327 7.1626 -0.34 0.82 0.30
H 2.2483 -1.1169 8.3453 -0.15 -0.24 -0.83
H 2.5325 -1.8717 6.7290 -0.28 0.67 0.28
H 2.7899 0.7829 6.8538 -0.72 -0.18 0.25
H 0.9812 0.8066 7.2676 0.89 -0.19 -0.15
H 0.4933 -0.2022 5.0138 0.87 0.19 0.00
H 1.3155 1.3763 4.8676 0.08 -0.76 0.26
H 3.2601 0.5536 3.9615 -0.15 -0.74 0.56
H 3.2983 -0.9771 4.9828 -0.41 0.60 -0.50
H 1.0006 -0.7585 2.9972 0.77 -0.24 -0.05
H 2.6249 -0.8026 2.1892 -0.63 -0.06 0.66
H 3.0197 -3.0425 2.6743 -0.70 0.19 0.42
H 2.3241 -2.8739 4.3355 0.01 0.01 -0.85
H -0.0308 -3.0597 3.4977 0.60 -0.04 -0.58
H 0.9705 -4.4816 3.1109 -0.09 0.82 -0.24
H -0.2837 -4.1051 1.0972 0.60 0.42 0.16
H 1.3663 -3.5018 0.7031 -0.53 0.08 0.44
H 0.6320 -1.2174 0.7088 -0.68 -0.37 0.28
H -0.7943 -1.4925 1.7533 0.26 -0.55 -0.68
H -0.4230 -2.3699 -1.2674 -0.35 0.18 0.64
H -1.8399 -2.8292 -0.2717 0.52 0.56 -0.01
H -2.5962 -0.7116 -1.3296 0.80 0.01 0.37
H -2.0134 -0.1980 0.2851 0.30 -0.16 -0.81
H 0.2908 -0.4015 -1.6699 -0.79 0.48 -0.11
H -1.0489 0.6937 -2.3079 0.69 -0.39 0.47
H -0.5044 1.3021 0.5152 0.36 0.22 -0.75
H -0.2631 2.4267 -0.8536 0.25 -0.65 0.15
H 1.7324 1.8415 0.7562 -0.18 -0.54 -0.68
H 1.9175 0.2711 -0.0982 -0.53 0.58 -0.05
H 1.7880 2.7915 -1.8673 0.44 -0.76 0.35
H 2.8860 1.3767 -2.0334 -0.28 0.32 0.52
H 3.6840 2.6090 0.5052 0.06 0.11 -0.80
H 3.0517 3.9629 -0.4579 0.45 -0.80 0.13
H 4.5168 3.1199 -2.4661 0.28 0.10 0.82
H 5.1984 4.1657 -1.1926 0.23 -0.85 0.01
H 5.4833 1.0969 -1.7262 0.49 0.60 0.44
H 6.9700 2.6753 -2.9582 0.46 -0.17 0.87
H 8.0866 0.7330 -2.8486 -0.22 0.08 0.31
H 9.1513 1.7505 -2.1488 -0.20 -0.14 0.23
H 10.3725 0.0939 -1.6180 -0.52 -0.04 0.74
H 10.3832 0.7953 0.0250 -0.69 -0.24 -0.36
H 9.9589 -2.1982 -0.7605 0.07 0.84 0.54
H 10.0228 -2.5525 1.8241 -0.37 0.53 -0.40
H 9.7907 -0.7945 2.0309 -0.42 -0.74 -0.39
H 8.4429 -1.8507 1.3118 0.69 0.23 0.11
H 7.4592 0.0690 1.1574 -0.11 0.57 -0.88
H 8.9981 1.2452 1.8498 0.06 0.19 0.10
H 6.1001 2.5083 0.9713 0.63 -0.48 -0.68
H 4.7337 0.9806 1.5600 0.05 -0.42 -0.10
H 4.4800 0.4875 0.0383 0.13 -0.01 0.13
C 6.2640 -7.3222 7.0719 -0.21 -0.19 -0.05
C 5.8614 -5.8681 6.9325 0.49 -0.20 0.33
O 4.8106 -5.7163 5.9682 -0.13 0.23 -0.02
C 3.5839 -5.9946 6.4140 0.17 -0.12 -0.28
O 3.2990 -6.3431 7.5290 -0.06 0.04 0.02
O 2.7301 -5.8355 5.3983 0.07 0.12 0.08
C 1.3775 -6.1650 5.7178 -0.40 -0.10 -0.03
H 6.5141 -7.7456 6.0970 0.11 0.10 0.03
H 7.1262 -7.4209 7.7328 -0.02 0.04 -0.03
H 5.4470 -7.9186 7.4804 0.04 0.09 0.08
H 6.7058 -5.2865 6.5618 -0.20 0.06 -0.21
H 5.5687 -5.4388 7.8924 -0.18 -0.08 -0.10
H 1.0404 -5.6312 6.6054 0.10 -0.10 -0.01
H 1.2776 -7.2417 5.8591 0.01 0.07 0.14
H 0.7578 -5.8632 4.8760 0.23 0.03 -0.06
C -5.8112 -0.2021 -6.9123 0.24 0.01 -0.19
C -5.5225 0.4918 -5.5962 -0.65 -0.13 -0.27
O -4.1500 0.3203 -5.2175 0.20 0.16 0.22
C -3.2890 1.1410 -5.8204 -0.17 -0.30 0.05
O -3.5644 1.9914 -6.6226 0.06 0.16 -0.03
O -2.0595 0.8442 -5.3849 0.01 0.04 0.10
C -1.0288 1.6138 -6.0010 0.32 0.17 -0.09
H -5.5083 -1.2502 -6.8668 -0.12 0.01 0.10
H -6.8748 -0.1504 -7.1494 0.03 0.01 0.03
H -5.2537 0.2574 -7.7300 -0.10 0.08 0.04
H -6.1224 0.0410 -4.8056 0.28 -0.02 0.12
H -5.7819 1.5511 -5.6354 0.21 -0.02 -0.02
H -1.2333 2.6818 -5.9229 -0.09 -0.08 -0.11
H -0.9175 1.3222 -7.0459 -0.08 0.13 0.01
H -0.0997 1.3983 -5.4760 -0.16 -0.17 0.11
C -3.5445 3.5089 -2.4583 0.31 0.02 0.08
C -4.5172 4.6698 -2.5010 -0.12 -0.49 -0.33
O -4.2151 5.6294 -1.4794 -0.03 0.23 -0.01
C -3.2223 6.4736 -1.7633 -0.18 -0.20 0.23
O -2.5823 6.5005 -2.7807 0.10 0.05 -0.10
O -3.0506 7.2773 -0.7099 -0.04 0.01 -0.06
C -1.9704 8.1972 -0.8539 0.22 0.31 0.06
H -3.5102 3.0716 -1.4579 -0.15 -0.04 -0.05
H -3.8350 2.7361 -3.1725 -0.04 0.02 0.03
H -2.5307 3.8359 -2.6986 -0.07 0.04 -0.10
H -5.5266 4.3117 -2.2992 0.03 0.19 0.19
H -4.5329 5.1437 -3.4839 0.14 0.10 0.12
H -2.0575 8.7668 -1.7790 0.04 -0.16 -0.01
H -1.0187 7.6652 -0.8216 -0.03 0.03 -0.14
H -2.0138 8.8888 -0.0150 -0.18 -0.17 0.05
C -11.3522 4.7807 -3.9566 0.21 0.20 -0.06
C -11.1530 3.4382 -4.6304 -0.36 0.07 0.50
O -10.4965 3.5914 -5.8959 0.15 -0.18 -0.11
C -9.1722 3.7375 -5.8388 -0.32 0.13 -0.15
O -8.5006 3.7417 -4.8413 0.15 -0.08 0.08
O -8.7202 3.8963 -7.0858 -0.02 -0.10 0.02
C -7.3149 4.1301 -7.1659 0.43 0.10 -0.12
H -11.8689 5.4718 -4.6253 -0.10 -0.10 0.03
H -11.9365 4.6691 -3.0422 0.00 -0.03 -0.05
H -10.3951 5.2375 -3.7003 -0.01 -0.11 0.05
H -12.1218 2.9843 -4.8392 0.12 0.01 -0.27
H -10.6019 2.7460 -3.9914 0.15 0.10 -0.13
H -6.7550 3.3613 -6.6346 -0.06 0.11 0.06
H -7.0779 5.1180 -6.7695 0.03 -0.11 0.11
H -7.0289 4.0988 -8.2151 -0.23 -0.05 0.00
C -1.2461 -4.6496 13.8435 0.26 -0.13 -0.03
C -1.8643 -4.1048 12.5719 -0.32 -0.13 0.49
O -0.8521 -3.6718 11.6538 -0.05 0.05 -0.24
C -0.2785 -4.6418 10.9373 0.10 0.25 0.18
O -0.5413 -5.8127 10.9918 -0.05 -0.12 -0.07
O 0.6531 -4.0842 10.1596 -0.13 0.05 -0.03
C 1.3957 -5.0233 9.3804 0.23 -0.10 -0.19
H -0.5585 -3.9211 14.2777 -0.14 0.06 0.02
H -2.0191 -4.8874 14.5757 0.00 0.04 -0.04
H -0.6706 -5.5546 13.6438 -0.12 -0.01 -0.04
H -2.4666 -3.2260 12.8031 0.19 0.11 -0.19
H -2.5245 -4.8355 12.1014 0.20 -0.03 -0.08
H 0.7343 -5.6718 8.8067 0.00 -0.05 0.21
H 2.0431 -5.6149 10.0271 -0.11 -0.10 -0.09
H 2.0161 -4.4634 8.6847 -0.09 0.20 0.18
C -5.7829 -0.2482 -13.6012 -0.06 0.28 -0.07
C -6.4078 -0.7978 -12.3349 0.18 -0.34 -0.45
O -6.5559 0.2305 -11.3477 -0.11 -0.04 0.21
C -7.6184 1.0241 -11.5058 0.26 0.04 0.05
O -8.4405 0.9413 -12.3771 -0.12 -0.02 -0.05
O -7.5990 1.9382 -10.5319 -0.01 -0.08 0.07
C -8.6529 2.8986 -10.6156 -0.27 0.35 0.04
H -4.8462 0.2649 -13.3746 0.03 -0.14 0.03
H -5.5839 -1.0516 -14.3120 0.00 0.00 0.05
H -6.4400 0.4798 -14.0792 -0.06 -0.11 0.01
H -5.7520 -1.5516 -11.8985 -0.02 0.19 0.22
H -7.3661 -1.2796 -12.5367 -0.04 0.21 0.04
H -9.6265 2.4141 -10.6844 0.10 -0.02 -0.13
H -8.4925 3.5562 -11.4709 -0.10 -0.13 -0.05
H -8.6310 3.4972 -9.7079 0.16 -0.18 0.04
```
Positions in Å, forces in eV/Å.

HOMO-LUMO gap (eV): 8.128
Lowest unoccupied orbital energy (eV): -3.58
Total charge: +1
Calculated total energy (hartree): -6673.3809
ΔE to the lowest compared entry with this formula, charge and spin (kcal/mol): 58.0
Highest occupied orbital energy (Eh): -0.430

Here are the Mulliken charges for atoms 1 to 6, given in e: -0.759, 0.003, -1.062, -0.532, -0.694, 0.877